Entry 1:
An isolated molecule of C24H37N5O3 at a distorted geometry. Source: the Open Molecules 2025 dataset; level of theory: ωB97M-V with the def2-TZVPD basis set.

The geometry in XYZ format:
```
69
C24H37N5O3 ωB97M-V with the def2-TZVPD basis set
C 4.7733 1.7564 -2.0983
C 3.9605 1.2881 -3.2969
H 3.5402 2.1358 -3.8429
H 4.5913 0.6915 -3.9637
O 2.8287 0.5084 -2.9139
C 3.0826 -0.7940 -2.6358
O 4.1911 -1.2778 -2.6387
N 1.9537 -1.4951 -2.3901
C 0.6240 -0.9358 -2.3336
H 0.6553 0.1014 -2.6639
C 0.0689 -1.0298 -0.9132
H -0.9580 -0.6660 -0.9009
H 0.6636 -0.4014 -0.2461
C 0.1131 -2.4759 -0.4113
N -0.3477 -2.5613 0.9584
C -1.5290 -3.1117 1.3187
O -2.2859 -3.6271 0.5217
C -1.8130 -3.0364 2.8102
H -2.3844 -3.9211 3.0932
H -0.8696 -3.0450 3.3568
C -2.6351 -1.7779 3.1627
C -2.1451 -0.5550 2.4310
C -2.7937 -0.1196 1.2767
C -2.2174 0.9667 0.6024
C -1.0201 1.5173 1.1322
N -0.4278 1.1298 2.2568
C -0.9951 0.1225 2.8953
C -0.3254 -0.2404 4.1886
H -1.0200 -0.1272 5.0196
H 0.0379 -1.2658 4.1902
H 0.5159 0.4299 4.3433
N -0.6135 2.4888 0.2867
N -1.4700 2.6043 -0.7364
C -2.4340 1.7265 -0.5864
C -3.5194 1.6467 -1.6012
H -4.4912 1.8382 -1.1472
H -3.3333 2.3986 -2.3635
H -3.5410 0.6647 -2.0734
C 0.5709 3.3242 0.4088
C 0.4467 4.1464 1.6944
H -0.4342 4.7829 1.6504
H 0.3560 3.4800 2.5481
H 1.3245 4.7733 1.8252
C 1.7992 2.4125 0.4782
H 1.8900 1.8316 -0.4377
H 1.7066 1.7360 1.3239
H 2.6972 3.0113 0.6066
C 0.6509 4.2349 -0.8125
H 0.7220 3.6417 -1.7200
H -0.2393 4.8533 -0.8811
H 1.5254 4.8752 -0.7351
C -4.0337 -0.7788 0.7598
H -4.3878 -0.2797 -0.1345
H -4.8264 -0.7436 1.5071
H -3.8373 -1.8229 0.5200
H -3.6752 -1.9657 2.9039
H -2.5846 -1.6222 4.2420
H 0.1929 -2.0581 1.6446
C 1.5404 -3.0175 -0.5282
H 1.5700 -4.0659 -0.2299
C 2.0396 -2.8745 -1.9663
H 3.0822 -3.1843 -2.0498
H 1.4263 -3.4885 -2.6352
H 2.1965 -2.4498 0.1358
H -0.5740 -3.0941 -0.9993
H -0.0193 -1.5058 -3.0148
H 5.1687 0.8954 -1.5657
H 5.6020 2.3691 -2.4419
H 4.1537 2.3411 -1.4235
```

Its SMILES is CCOC(=O)N1CCC(NC(=O)CCc2c(C)nc3c(c(C)nn3C(C)(C)C)c2C)CC1. The calculation puts the orbital gap at 0.33108 Eh. For the energy above the lowest of the compared OMol25 structures with the same formula, charge and spin, the calculation gives 0.000 eV.

=====

Entry 2:
C15H23NO5OsP2S as an isolated structure at a distorted geometry. Source: the Open Molecules 2025 dataset; level of theory: ωB97M-V with the def2-TZVPD basis set.

The geometry in XYZ format:
```
48
C15H23NO5OsP2S ωB97M-V with the def2-TZVPD basis set
Os -0.3080 -0.3306 1.0477
C -2.2540 -2.4689 -0.9231
P -0.6462 -2.3597 -0.0948
C -0.5051 -3.8383 0.9551
C 0.5969 -2.5321 -1.4420
C 2.0265 -2.3804 -0.9383
P 2.3139 -0.7050 -0.1895
C 3.9439 -0.7929 0.6107
C 2.5747 0.4103 -1.6061
H -2.3235 -3.4210 -1.4502
H -2.3661 -1.6533 -1.6362
H -3.0528 -2.4103 -0.1849
H -0.4173 -4.7260 0.3270
H -1.4000 -3.9269 1.5697
H 0.3540 -3.7684 1.6207
H 0.3728 -1.7704 -2.1935
H 0.4615 -3.5152 -1.9028
H 2.7242 -2.4999 -1.7704
H 2.2617 -3.1406 -0.1909
H 4.6849 -1.0673 -0.1390
H 3.9559 -1.5156 1.4206
H 4.1819 0.1891 1.0101
H 3.3989 0.0242 -2.2065
H 2.8353 1.3999 -1.2386
H 1.6804 0.4813 -2.2211
O -0.5663 0.7924 -2.5403
C -1.0358 1.3693 -1.5820
N -0.9424 0.8621 -0.3158
S -1.7749 1.8158 0.8372
O -2.8938 1.0152 1.2208
O -0.7625 2.0137 1.8430
C -2.1526 3.1176 -0.3180
C -2.7907 4.3185 -0.1324
C -3.0266 5.0986 -1.2651
C -2.6200 4.6771 -2.5221
C -1.9710 3.4618 -2.6938
C -1.7378 2.6750 -1.5726
H -3.0931 4.6418 0.8489
H -3.5366 6.0432 -1.1467
H -2.8096 5.3041 -3.3800
H -1.6443 3.1152 -3.6623
C 1.3433 -0.6193 4.6671
C 0.9944 -0.5053 3.2327
O 1.5308 0.2956 2.4430
O 0.1121 -1.3009 2.7305
H 2.4249 -0.6072 4.7876
H 0.8986 -1.5164 5.0897
H 0.9579 0.2524 5.1972
```

Its spin multiplicity is 5. As for the charge: +2. The calculation puts the orbital gap (alpha / beta) at 0.29410 / 0.23719 Eh.

=====

| no. | total energy (Eh) |
| --- | --- |
| 1 | -1436.32337 |
| 2 | -2187.27763 |